Molecular formula: C33H62O3S
Method: DFT, ωB97M-V/def2-TZVPD

- LUMO level: 0.59 eV
- SMILES: CCOS(C)(=O)=O.c1ccccc1.c1ccccc1.CCCCCC.CCCCCC.CCCCCC
- Highest occupied orbital energy: -9.318 eV
- HOMO-LUMO gap: 0.3641 hartree
- E: -52201.85888 eV

ORCA input file:
```
! wB97M-V def2-TZVPD RIJCOSX def2/J DEFGRID3
* xyz 0 1
O -5.56 6.29 -1.86
S -5.90 7.56 -1.22
O -6.59 8.64 -1.98
O -6.81 7.33 0.12
C -6.47 6.38 1.13
C -7.05 5.01 0.73
C -4.45 8.18 -0.35
H -6.87 6.83 2.04
H -5.40 6.36 1.34
H -6.66 4.11 1.20
H -7.00 4.83 -0.35
H -8.12 5.05 0.92
H -3.70 7.40 -0.20
H -4.74 8.58 0.62
H -4.08 8.97 -1.00
C 1.66 1.38 -3.15
C 0.52 1.75 -3.76
C 0.43 1.50 -5.13
C 1.50 1.11 -5.90
C 2.64 0.65 -5.20
C 2.77 0.94 -3.88
H 1.78 1.57 -2.09
H -0.33 2.20 -3.27
H -0.42 1.77 -5.74
H 1.54 1.02 -6.97
H 3.46 0.33 -5.83
H 3.73 0.69 -3.46
C 3.20 -2.85 4.65
C 3.28 -3.16 5.99
C 2.41 -2.70 6.98
C 1.46 -1.81 6.55
C 1.30 -1.54 5.19
C 2.15 -2.06 4.21
H 3.75 -3.39 3.89
H 4.07 -3.82 6.32
H 2.29 -2.99 8.01
H 0.68 -1.45 7.20
H 0.49 -0.91 4.86
H 2.04 -1.84 3.15
C 4.52 1.05 1.37
C 5.50 -0.13 1.25
C 5.32 -1.07 0.04
C 5.41 -0.34 -1.33
C 5.38 -1.24 -2.57
C 6.62 -2.07 -2.73
H 3.54 0.60 1.56
H 4.50 1.65 0.46
H 4.65 1.71 2.23
H 6.56 0.12 1.31
H 5.28 -0.79 2.09
H 4.37 -1.60 0.03
H 6.12 -1.81 0.01
H 4.73 0.52 -1.33
H 6.35 0.21 -1.33
H 4.53 -1.92 -2.66
H 5.47 -0.63 -3.47
H 7.51 -1.43 -2.69
H 6.80 -2.83 -1.97
H 6.80 -2.53 -3.70
C -3.46 3.88 0.89
C -2.86 2.47 0.89
C -1.36 2.40 0.83
C -0.88 0.94 0.49
C 0.66 0.82 0.50
C 1.24 -0.51 0.10
H -3.37 4.34 1.88
H -4.52 3.83 0.62
H -2.89 4.46 0.16
H -3.17 1.92 1.78
H -3.27 1.89 0.06
H -0.80 2.73 1.71
H -1.13 3.05 -0.01
H -1.31 0.18 1.15
H -1.25 0.64 -0.49
H 1.12 1.59 -0.12
H 1.04 0.97 1.51
H 2.28 -0.42 -0.20
H 1.32 -1.09 1.02
H 0.79 -0.93 -0.80
C -3.64 -7.31 -0.53
C -3.61 -6.07 0.33
C -3.58 -4.80 -0.45
C -2.30 -4.64 -1.29
C -1.03 -5.00 -0.48
C 0.25 -4.40 -1.05
H -4.38 -7.25 -1.33
H -3.77 -8.21 0.07
H -2.69 -7.53 -1.03
H -4.51 -6.08 0.94
H -2.86 -6.13 1.12
H -3.65 -3.88 0.12
H -4.40 -4.71 -1.17
H -2.33 -5.30 -2.17
H -2.21 -3.62 -1.67
H -1.12 -4.67 0.55
H -1.03 -6.08 -0.60
H 0.38 -3.32 -1.00
H 1.12 -4.80 -0.53
H 0.23 -4.70 -2.10
*
```

Here are the Löwdin charges for atoms 1 to 5, given in e: -0.305, 0.682, -0.301, -0.291, -0.256